Entry 1:
Formula: H64O32
Source: the Open Molecules 2025 dataset
Level of theory: the ωB97M-V functional and the def2-TZVPD basis

Structure (XYZ):
```
96
Properties=species:S:1:pos:R:3:forces:R:3:lowdin_charge:R:1
O -2.607479 2.944585 3.258052 1.6848 -0.1909 0.0497 -0.0776
H -2.665732 2.010971 3.482546 -0.4022 -0.2160 0.1592 0.0287
H -1.609295 3.059248 3.390559 -1.2663 0.2855 -0.2683 0.0392
O -0.391111 0.130890 4.429992 -1.1894 -0.5540 0.0857 -0.0434
H 0.246846 0.165468 3.723832 0.6500 -0.0616 -0.7575 -0.0233
H -0.041584 0.600111 5.175854 0.3295 0.3920 0.4573 0.0457
O 2.928812 -2.268316 0.020088 -1.1693 -1.2146 0.3837 -0.0721
H 3.626113 -1.676792 0.287287 0.9669 0.2828 0.1098 -0.0267
H 2.939089 -2.941966 0.732220 -0.2850 0.4197 -0.5275 0.0402
O 0.214085 3.178147 3.654758 0.5417 -0.3984 -0.8168 -0.0731
H 0.576105 4.008189 4.012935 0.0004 -0.4682 -0.5714 0.0817
H 0.737164 2.920445 2.833950 -0.3818 0.8861 1.1099 0.0614
O -2.039561 -3.064765 -4.661054 1.7260 2.0791 0.6127 -0.0416
H -2.231417 -2.152775 -5.004656 -0.2324 -0.7704 -0.0218 0.0323
H -2.704582 -3.671351 -4.892260 -1.4177 -0.8936 -0.5923 0.0315
O -2.575998 -2.987190 1.000716 0.0942 -0.3813 0.0972 -0.0751
H -2.350986 -2.282854 1.677015 -0.0745 -0.0055 -0.9308 0.0404
H -2.698712 -2.677698 0.085897 0.3909 0.5605 0.5209 0.0476
O -2.691112 0.366322 -0.024518 0.0258 -0.8708 0.2759 -0.0500
H -3.570359 -0.033251 -0.137345 -0.0665 0.1245 -0.1370 0.0273
H -2.776369 1.298491 -0.235053 -0.1789 0.6932 0.0694 0.0229
O -1.162473 -7.125892 2.068659 -0.2228 2.0932 2.1330 -0.1046
H -1.862091 -7.741917 2.311600 0.0029 -0.0474 -0.0789 0.0236
H -1.239403 -6.402332 2.803595 0.2416 -1.9894 -2.1080 0.0908
O 1.635108 -3.630661 2.325815 2.1290 0.2355 1.8503 -0.0546
H 1.585868 -3.775197 3.291668 -0.2285 0.1220 -0.9499 0.0687
H 0.782642 -3.641186 1.931491 -1.4706 -0.2235 -0.6554 -0.0249
O 3.479014 5.453886 -1.586835 1.3900 -0.6193 -0.2966 -0.0626
H 3.524613 4.669518 -2.159190 -0.8167 -0.0504 0.0912 0.0281
H 4.447267 5.545863 -1.473510 -0.6743 0.5145 0.3380 0.0541
O 1.177920 -1.268435 -4.706910 -0.3790 0.6059 -1.0916 -0.0346
H 0.325293 -1.695153 -4.810456 -0.1447 -0.1949 -0.0729 0.0240
H 1.485306 -1.548858 -3.853490 0.4023 -0.1180 1.0573 -0.0069
O 2.567952 2.701000 1.879296 -0.5868 -0.5582 -1.3246 -0.0741
H 2.859273 3.587917 2.041142 0.2477 1.0309 0.3787 0.0276
H 2.285297 2.764642 0.919129 -0.1162 -0.6334 1.0809 0.0527
O 1.143557 -0.312376 2.089927 0.4188 -0.5723 0.3613 -0.0438
H 1.575121 -1.191294 2.067992 -0.3694 0.4227 -0.1289 0.0409
H 0.831684 -0.181029 1.185185 -0.1084 -0.0833 -0.2868 0.0174
O 4.935659 0.976453 2.480756 -0.8762 0.8047 1.9663 -0.0929
H 4.029737 1.380352 2.578890 0.6809 -0.2678 -0.6468 0.0229
H 5.247079 1.121711 3.413770 -0.1049 -0.4328 -1.3084 0.0793
O -2.402056 -0.286010 -5.151898 0.2741 -1.7733 0.7674 -0.0328
H -2.216815 0.273194 -4.385859 0.2724 0.6586 0.4275 0.0043
H -2.645295 0.256914 -5.869486 -0.3916 1.0032 -1.1237 0.0323
O -5.271227 -2.881598 1.409494 1.0153 0.3884 0.0207 -0.0814
H -4.270246 -2.921039 1.329814 -0.9559 -0.4265 -0.0464 0.0154
H -5.360818 -2.301098 2.172456 -0.2910 -0.0306 0.1719 0.0493
O -1.583063 1.312057 -2.998542 -0.7257 -0.6901 0.3970 -0.0523
H -0.677739 1.539508 -3.225525 0.3611 0.1320 -0.2155 0.0096
H -1.508181 0.598206 -2.338113 0.1123 0.3985 -0.1296 0.0189
O -2.384986 -0.975380 2.805416 -0.3917 0.3239 -0.6941 -0.0511
H -2.429344 -0.242463 2.156767 0.1209 -0.3948 0.2604 0.0423
H -1.725856 -0.711551 3.463298 0.2128 0.1210 0.2151 0.0100
O -0.093330 -0.366554 -0.699453 0.4676 -0.5437 -0.3287 -0.0954
H -1.025840 -0.276932 -0.457413 -0.2506 -0.0207 0.0610 -0.0036
H -0.030291 -1.157681 -1.319245 -0.0678 0.8687 0.6497 0.0195
O 5.213915 -1.226931 0.847132 -0.9591 1.5424 1.4632 -0.0787
H 5.788979 -1.647820 1.480236 0.5683 -0.6434 -0.0039 0.0444
H 4.801344 -0.555703 1.494109 0.9124 -0.4833 -1.3080 0.0497
O -0.870767 4.983221 -0.011056 -0.2970 0.2341 0.9985 -0.0374
H -0.779909 4.703931 -0.908597 0.3616 -0.2749 -1.0181 0.0347
H -1.392328 4.262135 0.371733 0.1264 -0.0453 0.0811 0.0163
O 2.491217 1.085061 4.509098 -0.6169 0.7075 -0.1027 -0.0666
H 2.495824 0.183578 4.179327 -0.1345 0.0084 -0.2449 0.0263
H 1.769655 1.558301 4.023567 1.0188 -0.5638 0.4324 0.0062
O 1.740317 5.575448 1.307254 -0.2628 -0.1411 0.5125 -0.0563
H 0.876323 5.351130 0.932004 -0.3339 0.0180 0.0220 0.0020
H 2.314679 5.439224 0.561789 0.6232 0.1104 -0.7085 -0.0037
O 1.016420 2.221229 -0.508834 0.7699 -1.0068 -0.6640 -0.0915
H 1.687956 2.110737 -1.235068 -0.3252 0.8247 0.2746 0.0120
H 0.723228 1.282056 -0.528928 -0.4346 0.4847 0.3619 0.0018
O 0.650395 1.648720 -4.595848 0.2674 -1.4246 -0.4629 -0.0594
H 0.776326 2.176429 -5.380749 -0.0135 0.4152 -0.3030 0.0613
H 0.718934 0.705456 -4.928678 0.0843 0.8219 0.7708 0.0640
O 2.869474 -0.707827 -2.178817 0.3091 0.1146 -0.3663 -0.0476
H 2.293723 -0.945338 -1.438692 0.1929 -0.1385 -0.0250 0.0099
H 3.614221 -1.324782 -2.119635 -0.3664 0.0961 0.1504 0.0670
O 2.720693 2.076425 -2.665510 0.8458 1.0967 0.9469 -0.0379
H 2.163195 1.928038 -3.412883 -0.9167 -0.3116 -1.0337 -0.0057
H 3.232121 1.277270 -2.555569 0.1211 -0.7245 0.0912 0.0243
O -2.091028 -1.867658 -2.071522 0.7285 -1.0273 -1.3987 -0.0643
H -2.965202 -1.518617 -2.066074 -1.3542 0.5527 0.1267 0.0228
H -2.022423 -2.282191 -2.990628 -0.3763 0.4508 1.2796 0.0394
O 0.460497 -2.538348 -2.143581 0.6342 -1.1383 1.4668 -0.0902
H 0.708122 -2.981546 -1.248782 -0.7924 0.5883 -2.0376 0.0868
H -0.360267 -2.946303 -2.477853 0.7633 -0.0348 0.6618 0.0449
O -3.108138 3.068146 0.443007 0.9544 -2.2458 0.7760 -0.0388
H -3.142555 2.983531 1.421600 0.1156 0.3564 -0.2050 0.0349
H -3.437332 3.890723 0.187681 -1.0012 2.0591 -0.4449 0.0244
O -5.200664 -1.042290 -0.645860 0.8909 1.3365 -1.4251 -0.0374
H -5.475207 -1.649147 0.025294 -0.6902 -1.1091 1.0568 -0.0164
H -5.951108 -0.672948 -1.125739 0.0626 -0.2594 0.3374 0.0633
O 0.022536 -4.122058 0.353502 0.4442 1.1049 -0.2091 -0.0362
H -0.920132 -3.910955 0.378042 -0.3503 -0.4954 0.1158 0.0309
H 0.223710 -5.042817 0.222473 -0.4924 -0.6071 -0.0136 0.0688
```
Positions in Å, forces in eV/Å.

Calculated values
Gap between HOMO and LUMO   10.53 eV
HOMO level   -10.501 eV
Maximum force   2.997 eV/A
Net charge   0
Energy relative to the best compared isomer or geometry (same formula, charge and spin)   134.6 kJ/mol
E   -66564.6875 eV


Entry 2:
Formula: C22H36O3P2Pb
Source: the Open Molecules 2025 dataset
Level of theory: the ωB97M-V functional and the def2-TZVPD basis

Structure (XYZ):
```
64
Properties=species:S:1:pos:R:3:forces:R:3:lowdin_charge:R:1
P -3.512430 0.716010 1.470621 -3.1484 -0.7809 -1.3812 0.9470
P -2.639407 0.546020 -2.001470 -7.4744 -0.8165 -2.7633 0.7934
C -4.196270 1.724467 0.104232 -0.1180 0.4445 0.3762 -0.2691
C -4.290763 0.965890 -1.227209 -0.6351 -0.0277 0.0644 -0.2437
H -3.615825 2.657409 0.005851 -0.3085 -0.2889 0.0028 0.1010
H -5.207039 2.007173 0.434747 0.2284 0.1022 -0.1063 0.1136
H -4.855349 0.024138 -1.118541 0.2131 0.2804 0.0773 0.1067
H -4.844617 1.580029 -1.948873 0.1551 -0.1156 0.2783 0.1021
C -2.945793 1.903556 -3.400932 0.1685 0.1536 0.4795 -0.1853
H -2.090588 1.929181 -4.093744 -0.3201 0.1003 0.0800 0.0622
H -3.089020 2.906540 -2.974322 -0.0336 -0.1594 -0.2632 0.0573
H -3.848897 1.647274 -3.970866 0.3086 0.1382 0.1554 0.0565
C -2.893099 -0.673046 -3.415053 0.4381 -1.0409 -0.8283 -0.0881
H -3.843383 -0.434843 -3.914919 0.3691 0.2647 0.3776 0.0841
H -2.944955 -1.721880 -3.089997 0.1491 0.4680 0.0552 0.0700
H -2.083238 -0.572828 -4.155863 -0.3961 -0.0115 0.2416 0.0905
C -3.093738 1.733401 2.884776 0.6584 0.1362 0.2078 -0.1337
H -2.465286 1.171286 3.591743 -0.2208 0.2124 -0.1329 0.0873
H -4.039789 1.994730 3.383466 0.2153 -0.1731 -0.2185 0.0920
H -2.587387 2.664077 2.593804 -0.0986 -0.3332 0.1411 0.0752
C -4.905655 -0.317945 2.004457 -0.0529 0.2164 0.1601 -0.1516
H -5.200808 -1.030694 1.220460 0.1616 0.2459 0.2101 0.0761
H -5.759286 0.333573 2.240732 0.1871 -0.2467 -0.0047 0.0786
H -4.624719 -0.873612 2.909202 -0.0871 0.0663 -0.2126 0.0816
Pb 1.992207 0.218444 2.032660 1.9816 0.1395 -0.5151 1.4003
C -0.708910 0.837723 -2.146235 2.7301 2.1537 0.9752 -0.1069
C -1.447634 1.760119 -1.272694 5.6060 -0.6669 0.5048 -0.1949
C -0.997120 1.708601 0.203530 -0.7150 -0.3321 0.5688 -0.1427
C -1.035755 0.337216 0.904762 0.1129 -0.3953 0.1397 -0.2963
C -2.382584 -0.424638 0.674774 2.4872 0.0620 1.3274 -0.3455
C -2.405771 -0.886671 -0.789447 0.2036 0.8559 0.1943 -0.3513
C -1.085444 -1.527586 -1.216549 -0.0071 -0.5286 0.5411 -0.1490
C -0.079106 -0.478510 -1.805547 0.1039 -0.7006 -0.5680 -0.1146
C 2.260441 -1.578275 3.251059 -0.4514 -0.2832 0.4885 -0.3247
H -0.384584 1.255527 -3.104053 -0.7600 -0.3050 -0.0329 0.1550
H -1.590485 2.787567 -1.618635 -0.3185 -0.6202 -0.3554 0.1494
H -1.578040 2.448708 0.773653 0.1387 -0.2284 -0.2673 0.0909
H 0.039324 2.084132 0.239408 -0.2160 -0.1157 -0.2808 0.1162
H -0.215933 -0.293711 0.550302 -0.2857 0.2500 0.1836 0.0202
H -0.840951 0.472750 1.980763 -0.1540 0.0835 -0.4253 0.0597
H -2.395143 -1.325014 1.313446 0.1573 0.2407 -0.0296 0.1463
H -3.255678 -1.570297 -0.943089 0.3094 0.3250 -0.1096 0.1326
H -1.280706 -2.265164 -2.002584 0.0633 0.1662 0.2933 0.1207
H -0.633009 -2.080044 -0.382541 0.0591 0.0763 -0.2885 0.1357
H 0.821535 -0.361795 -1.180184 -0.3334 0.2759 0.0724 0.1347
H 0.310383 -0.919092 -2.740883 -0.1270 0.4484 0.3078 0.1434
H 2.507630 -2.448573 2.627891 -0.0867 0.2892 0.2139 0.0084
H 1.288335 -1.713886 3.753534 0.4792 -0.3511 0.1021 -0.0239
H 3.057406 -1.395560 3.986682 -0.3027 -0.1217 -0.2083 0.0138
O 5.383388 -2.453844 -0.757845 -0.5859 0.4725 0.2937 0.0618
C 6.320656 -1.764256 -0.081827 0.2770 0.2535 0.1582 -0.2505
C 7.675043 -2.065389 -0.303469 -0.0896 0.2263 0.2445 0.0025
C 8.659300 -1.368578 0.393882 -0.4161 0.0147 -0.0977 -0.0531
C 8.312365 -0.375254 1.322199 -0.4182 0.1571 0.2206 -0.0700
C 6.968486 -0.082586 1.556574 0.7541 0.0370 -0.0929 -0.0152
C 5.966717 -0.743894 0.845811 -0.2269 -0.7188 -0.5194 -0.0887
C 4.550595 -0.426957 1.088421 0.3108 0.2386 0.4083 -0.5668
O 4.280493 0.451939 1.992944 -0.8034 -0.5828 -0.7290 -0.1947
O 3.607188 -1.025946 0.443529 -0.2045 1.0178 0.7973 -0.1446
H 4.506358 -2.064385 -0.464223 0.7470 -0.5554 -0.4023 0.0727
H 7.928128 -2.844463 -1.020054 -0.0785 0.1816 0.1665 0.1234
H 9.709172 -1.596133 0.207540 -0.2837 0.0484 0.0717 0.1150
H 9.081093 0.169646 1.870162 -0.1872 -0.2138 -0.1782 0.1079
H 6.667952 0.668224 2.284032 0.1718 -0.1290 -0.1697 0.1193
```
Positions in Å, forces in eV/Å.

Calculated values
Gap between HOMO and LUMO (alpha / beta)   2.36 / 2.36 eV
HOMO level (alpha / beta)   -11.694 / -11.694 eV
Maximum force   8.011 eV/A
Net charge   +2
Energy relative to the best compared isomer or geometry (same formula, charge and spin)   86.7 kJ/mol
E   -53346.2759 eV


Entry 3:
Formula: C4H10N2
Source: the Open Molecules 2025 dataset
Level of theory: the ωB97M-V functional and the def2-TZVPD basis

Structure (XYZ):
```
16
Properties=species:S:1:pos:R:3:forces:R:3:lowdin_charge:R:1
C -0.991073 -0.179010 -1.041499 -1.6201 4.5062 1.4782 -0.0968
C -0.040394 -0.015941 0.116672 0.2410 0.2633 0.6327 -0.5999
C 0.731235 1.309973 0.152915 -3.0320 -0.5921 3.7207 -0.0292
C 0.926865 -1.114820 0.306867 -0.1400 -1.1126 -2.3888 -0.0655
N -2.137069 -0.018192 0.012517 0.1461 -0.0797 -1.4331 -0.0636
N -1.193975 -0.078893 1.144423 0.4595 -0.9809 -1.1536 -0.0083
H -0.899754 0.775823 -1.741985 -0.4429 -2.5782 0.7743 0.1480
H -1.052256 -1.147667 -1.412142 0.0196 -1.3952 -1.4045 0.0728
H 1.047348 1.694207 -0.715770 1.1449 0.7967 -3.7070 0.0243
H 1.596011 1.034524 0.734655 0.2784 1.0749 0.7736 0.0709
H 0.016614 2.112244 0.549960 1.3682 -1.0127 0.1290 0.1163
H 1.388895 -1.027591 1.210602 0.8203 -0.0516 3.0793 0.0453
H 1.822749 -1.004689 -0.338794 -0.7963 -0.4148 -0.4401 0.1073
H 0.384620 -2.072598 0.204510 0.7830 0.1298 -0.0273 0.0982
H -2.528608 0.916596 -0.040250 0.1462 0.0389 0.1398 0.0731
H -1.330112 -1.085488 1.438606 0.6241 1.4080 -0.1732 0.1071
```
Positions in Å, forces in eV/Å.

Calculated values
Gap between HOMO and LUMO   9.71 eV
HOMO level   -8.755 eV
SMILES   CC1(C)CNN1
Maximum force   5.012 eV/A
Net charge   0
Energy relative to the best compared isomer or geometry (same formula, charge and spin)   304.6 kJ/mol
E   -7287.4627 eV


Entry 4:
Formula: C3H6FN
Source: the Open Molecules 2025 dataset
Level of theory: the ωB97M-V functional and the def2-TZVPD basis

Structure (XYZ):
```
11
Properties=species:S:1:pos:R:3:forces:R:3:lowdin_charge:R:1
C -0.117089 -1.019168 0.221385 0.3704 3.7552 -4.0673 -0.1524
C -0.801142 0.364562 0.604013 -0.3645 -0.3538 1.1825 -0.1705
C 0.862887 -0.030438 -0.618933 0.3393 -0.6739 1.5889 -0.1501
H 0.242330 -1.609698 1.001248 0.4023 -1.3821 0.8552 0.1043
H -1.868092 0.446579 0.515575 -0.7371 -0.2806 -0.3660 0.0899
H -0.636961 0.696169 1.679154 0.4818 -0.6318 -0.9553 0.1217
H 0.236091 2.001398 -0.360205 0.2625 0.4392 0.3860 0.0963
H 1.792506 0.168920 -0.100679 0.6211 -0.2592 0.0989 0.0959
H 1.050758 -0.330497 -1.645137 -0.1028 -0.1835 -0.0547 0.1022
N -0.062194 1.055489 -0.420414 -0.8933 -0.5948 -0.7462 -0.0740
F -0.699093 -1.743317 -0.876006 -0.3798 0.1655 2.0780 -0.0635
```
Positions in Å, forces in eV/Å.

Calculated values
Gap between HOMO and LUMO   9.89 eV
HOMO level   -8.759 eV
SMILES   FC1CNC1
Maximum force   5.548 eV/A
Net charge   0
Energy relative to the best compared isomer or geometry (same formula, charge and spin)   84.5 kJ/mol
E   -7413.9864 eV